Density functional theory data (wB97M-V/def2-TZVPD) for a gas-phase ion, C2H2FO3S (charge -1) in a non-equilibrium geometry.

Element x y z (Å)
C -1.2137 0.4637 -0.1311
C -0.2099 -0.7237 0.2362
O 1.3278 1.3818 -0.5387
O -1.9260 1.0354 0.5980
O 2.4917 -0.4586 0.5791
F -1.3429 0.7735 -1.4734
S 1.5341 -0.0726 -0.5358
H -0.4545 -1.7114 -0.0768
H -0.2066 -0.6880 1.3424

Summary:
energy relative to the best compared isomer or geometry (same formula, charge and spin) = 4.9 kcal per mole
electronic energy = -21802.660 eV
2S+1 = 1
net charge = -1
HOMO-LUMO gap = 7.6731 eV

Results of the Löwdin charge analysis, in e, for atoms 1 through 8: atom 1 (C): -0.522, atom 2 (C): -0.191, atom 3 (O): -0.556, atom 4 (O): 0.117, atom 5 (O): -0.607, atom 6 (F): 0.017, atom 7 (S): 0.630, atom 8 (H): 0.040